C42H63CeN3O3P2S as an isolated structure at a distorted geometry. Source: the OMol25 dataset; level of theory: the ωB97M-V functional and the def2-TZVPD basis.

Values from the calculation:
* largest force on an atom: 0.0746 Eh/bohr
* orbital gap (spin up / spin down): 4.80 / 4.68 eV
* charge: +2
* E_tot: -97517.95803 eV

```
115
Properties=species:S:1:pos:R:3:lowdin_charge:R:1
Ce 1.31930 -0.53116 -0.24762 1.17
C -5.39658 -3.43073 2.54530 -0.03
C -4.97584 -1.96980 2.54398 -0.56
C -5.93704 -1.12889 1.75541 -0.06
C -4.85459 -1.45583 4.00713 -0.04
C -3.56860 -1.87772 1.97591 -0.13
C -2.40297 -2.15350 2.75191 0.03
C -1.15627 -2.02546 2.18089 -0.10
N -0.89900 -1.64329 0.90909 0.03
C -2.01576 -1.53796 0.11660 -0.17
C -3.35189 -1.64972 0.63254 0.07
C -1.89637 -1.41821 -1.31982 -0.19
C -3.02056 -1.81475 -2.06250 0.05
C -3.08523 -1.47013 -3.41189 -0.10
C -1.94369 -0.77822 -3.92856 0.03
C -0.87685 -0.50732 -3.13709 -0.10
N -0.77468 -0.82837 -1.82788 0.02
C -4.31309 -1.67192 -4.25780 -0.59
C -4.86312 -0.32350 -4.71703 -0.03
C -5.38795 -2.35395 -3.45273 -0.06
C -3.98253 -2.44759 -5.51917 -0.02
H -6.27299 -3.61859 3.18155 0.11
H -4.64068 -4.12044 2.90833 0.09
H -5.58828 -3.75951 1.53759 0.08
H -6.92092 -0.93368 2.25688 0.11
H -6.20828 -1.56236 0.77727 0.08
H -5.55752 -0.08139 1.61247 0.11
H -5.82676 -1.47482 4.55256 0.11
H -4.51348 -0.41749 4.06840 0.09
H -4.14398 -2.05828 4.59230 0.07
H -2.44473 -2.38415 3.80255 0.11
H -0.23514 -2.21929 2.73766 0.12
H -4.20634 -1.62636 -0.00618 0.10
H -3.73469 -2.46744 -1.60825 0.10
H -1.91256 -0.39753 -4.98316 0.14
H 0.02441 -0.02828 -3.52460 0.12
H -4.83108 0.36810 -3.87581 0.10
H -5.85748 -0.48519 -5.10034 0.09
H -4.27229 0.16946 -5.46957 0.08
H -5.60998 -1.76817 -2.51663 0.10
H -5.07890 -3.40172 -3.15072 0.11
H -6.29100 -2.55227 -4.04196 0.10
H -3.14378 -1.96226 -5.97876 0.07
H -4.83289 -2.37931 -6.18895 0.10
H -3.69766 -3.44181 -5.32059 0.08
N 1.25791 -2.94664 -1.09939 -0.02
C 2.49266 -3.39532 -1.76454 -0.24
C 3.31485 -2.37891 -2.47963 -0.08
C 3.03695 -0.97857 -1.97307 -0.69
O 3.67559 -0.50918 -0.99342 -0.03
O 2.06224 -0.32251 -2.51778 -0.12
H 1.05694 -3.64490 -0.36932 0.12
H 0.48531 -2.91397 -1.79999 0.12
H 2.34437 -4.22207 -2.49885 0.14
H 3.15862 -3.86496 -1.02402 0.11
H 2.96723 -2.45580 -3.51317 0.14
H 4.37993 -2.63449 -2.41215 0.15
C 3.62391 3.39111 -0.18933 -0.24
P 2.05883 2.67603 -0.98334 0.92
C 2.67740 2.81290 -2.74528 -0.26
C 1.01102 4.30023 -0.97643 -0.41
C -0.09509 4.37515 -1.99403 -0.47
P -1.79888 4.21916 -1.27338 0.83
C -1.95531 5.94828 -0.61255 -0.30
C -2.78742 4.45779 -2.80789 -0.33
H 3.73957 4.39882 -0.54370 0.03
H 4.45864 2.77449 -0.56624 0.05
H 3.57636 3.37364 0.90370 0.01
H 3.18499 3.77538 -2.98304 0.07
H 1.87471 2.65349 -3.44492 0.02
H 3.38576 1.97148 -2.89233 0.04
H 1.71429 5.13838 -1.08149 0.08
H 0.66976 4.42515 0.06971 0.06
H 0.08439 3.62255 -2.77361 0.05
H -0.03935 5.30234 -2.57103 0.09
H -1.81487 6.64568 -1.42415 0.03
H -1.13763 6.17304 0.08247 0.03
H -2.93530 6.17718 -0.19323 0.04
H -2.52240 5.38797 -3.34643 0.05
H -3.87036 4.38985 -2.60697 0.04
H -2.53327 3.62276 -3.46061 0.02
C 0.04673 1.54410 1.66534 0.02
C 0.61266 1.89239 2.91140 -0.30
C 1.99373 2.21991 3.01303 -0.03
C 2.65949 2.40865 4.24106 -0.06
C 1.87789 2.36588 5.39611 -0.07
C 0.50379 2.12294 5.33577 -0.06
C -0.10565 1.94348 4.10301 -0.04
H 0.33417 2.06359 0.77917 -0.03
H -0.83513 0.93084 1.64950 0.05
H 2.62512 2.44382 2.12182 0.08
H 3.69337 2.65740 4.32526 0.10
H 2.31992 2.57267 6.36682 0.11
H -0.10892 2.04403 6.22696 0.11
H -1.18223 1.84989 4.11739 0.12
C 8.52068 0.44459 1.67470 -0.05
C 7.22469 -0.33142 1.78011 -0.25
C 6.03963 0.32046 2.13217 0.00
C 4.83983 -0.39297 2.12896 -0.06
C 4.86750 -1.74462 1.81983 -0.44
C 6.03621 -2.41966 1.52325 -0.06
C 7.23996 -1.69246 1.47341 -0.01
S 3.31730 -2.55953 1.75384 1.06
C 3.17749 -3.20341 3.42029 -0.19
O 2.18631 -1.39479 1.75362 -0.64
H 8.42346 1.55281 1.82309 0.09
H 9.04657 0.31788 0.71755 0.09
H 9.25230 0.09472 2.43238 0.10
H 6.05887 1.36652 2.43923 0.12
H 3.94676 0.18810 2.35485 0.10
H 6.07787 -3.51553 1.39404 0.13
H 8.12907 -2.15586 1.01012 0.14
H 3.10599 -2.39221 4.13803 0.08
H 4.09879 -3.74006 3.56546 0.06
H 2.35379 -3.92690 3.47312 0.07
```

A 2-piece molecular cluster, CH4NO3 overall at a distorted geometry. Source: the OMol25 dataset; level of theory: the ωB97M-V functional and the def2-TZVPD basis.

Values from the calculation:
* largest force on an atom: 0.0545 Eh/bohr
* orbital gap: 11.62 eV
* charge: +1
* E_tot: -8722.73806 eV

```
9
Properties=species:S:1:pos:R:3:lowdin_charge:R:1
C -1.45062 0.13811 0.08527 -0.48
N -0.39063 -0.16518 -0.55434 0.29
O -1.80499 0.58754 1.19594 0.32
O -2.71705 0.45173 -0.05013 0.31
O 1.88116 -0.32968 0.39683 0.09
H 0.65275 -0.19076 -0.11419 0.06
H 2.16053 0.27486 1.04738 0.10
H -0.63751 -0.40764 -1.54081 0.19
H 2.30636 -0.35900 -0.46595 0.12
```

A 35-piece molecular cluster, C12H76O39 overall at a distorted geometry. Source: the OMol25 dataset; level of theory: the ωB97M-V functional and the def2-TZVPD basis.

Values from the calculation:
* largest force on an atom: 0.0255 Eh/bohr
* orbital gap: 8.17 eV
* E_tot: -93531.83656 eV

```
127
Properties=species:S:1:pos:R:3:lowdin_charge:R:1
O -4.43666 -4.64357 1.58233 0.19
C -3.96542 -3.60945 1.24385 -0.39
O -3.69849 -2.58442 2.10569 0.11
C -3.81972 -1.39234 1.34385 -0.37
O -4.09759 -0.36902 1.85302 0.22
C -3.54431 -1.76124 -0.05413 -0.04
C -3.22388 -0.86885 -1.20287 -0.01
C -2.85231 0.55217 -0.79198 -0.32
O -3.66734 1.44148 -0.89707 0.11
C -1.46837 0.82020 -0.28817 -0.17
C -1.30118 0.97105 1.09656 0.00
C -0.01376 1.23800 1.55642 -0.07
C 1.00264 1.34466 0.63832 -0.09
C 0.83841 1.18718 -0.71502 -0.07
C -0.42555 0.91007 -1.20061 -0.02
C -3.61948 -3.09173 -0.10926 -0.19
O -3.47283 -3.89403 -1.18350 0.12
H -2.34220 -1.29511 -1.67882 0.11
H -4.00232 -0.86762 -1.96021 0.15
H -2.14205 0.87198 1.74764 0.09
H 0.16908 1.34551 2.60636 0.08
H 1.99221 1.56670 1.00151 0.09
H 1.68049 1.25907 -1.36647 0.08
H -0.60697 0.77492 -2.25519 0.09
H -2.53898 -3.96572 -1.41193 0.13
O -6.57376 1.73845 -0.90088 -0.05
H -5.67457 1.38852 -0.97943 0.01
H -6.44928 2.65340 -0.62659 0.04
O 3.95970 1.22555 -1.41851 -0.06
H 4.75758 1.50610 -0.95693 0.02
H 4.03807 1.62165 -2.29549 0.01
O 2.33119 1.87168 3.24386 -0.06
H 3.22097 1.48808 3.24215 0.02
H 2.49454 2.78531 3.50926 0.05
O 1.55188 -1.26888 3.00635 -0.05
H 2.44672 -1.64658 2.97371 0.04
H 1.73646 -0.34849 3.26818 0.04
O 6.12602 -0.22960 -0.47927 -0.07
H 5.38159 -0.83979 -0.47692 0.04
H 6.59843 -0.47813 -1.28386 0.01
O 7.75277 1.39302 -2.69063 -0.06
H 8.21570 2.15365 -3.05519 0.03
H 7.63431 1.63897 -1.76645 0.02
O 5.08334 0.78199 2.34586 -0.03
H 5.87008 1.27552 2.08948 0.06
H 5.03266 0.08100 1.68703 0.03
O 8.31884 -2.08093 1.02965 -0.07
H 7.72814 -1.63489 0.41141 -0.01
H 7.87043 -2.91677 1.19960 0.00
O 6.53599 -2.18896 -2.42058 -0.05
H 6.94229 -3.05919 -2.34409 0.05
H 6.21948 -2.14134 -3.32966 0.03
O -8.53603 0.32929 1.57208 -0.06
H -7.70004 0.59053 1.97143 0.03
H -8.53599 0.81267 0.73812 0.01
O 2.03432 4.08301 -0.61970 -0.04
H 1.29142 4.45357 -0.12703 0.07
H 2.19159 4.70666 -1.33629 0.01
O 4.73144 1.41720 -4.47827 -0.04
H 5.10181 0.53203 -4.38443 0.03
H 4.45812 1.47290 -5.39881 0.05
O 7.17947 4.02792 -1.74845 -0.06
H 6.26920 4.12934 -2.06533 0.01
H 7.38450 4.87632 -1.34633 0.04
O -3.41300 -2.38102 5.01365 -0.04
H -4.24149 -2.11164 5.42267 0.05
H -3.54800 -2.28035 4.06506 -0.01
O -1.57246 -0.59904 -3.86443 -0.05
H -2.00865 0.25493 -3.76566 0.04
H -2.04888 -1.01777 -4.58962 0.05
O -9.62506 0.01794 -1.97928 -0.06
H -8.76417 0.43242 -1.84161 0.01
H -9.86323 -0.34228 -1.11920 0.03
O -6.50899 -1.99917 0.56372 -0.01
H -7.06463 -2.29041 1.29607 0.06
H -6.56175 -2.72378 -0.06920 0.06
O 5.74444 -3.90320 0.98106 -0.07
H 4.80391 -3.83250 1.20012 -0.03
H 5.87571 -4.81668 0.71158 0.03
O 7.21734 -0.76788 -5.11675 -0.06
H 8.12545 -1.08142 -5.07269 0.05
H 7.27249 0.15452 -4.83629 0.01
O 3.26994 -3.33691 1.82900 -0.04
H 2.70530 -2.77197 1.27812 0.03
H 2.74645 -4.13951 1.94638 0.05
O 2.39380 -2.34311 5.82696 -0.05
H 2.31877 -3.30200 5.82889 0.03
H 1.99462 -2.07370 4.99138 -0.01
O 0.99495 -2.21736 0.22892 -0.05
H 0.04403 -2.32821 0.31213 0.04
H 1.13620 -1.32002 0.56921 0.02
O 1.82446 4.75380 -3.42916 -0.04
H 1.65632 3.80413 -3.40973 0.06
H 1.52942 5.04450 -4.29759 0.06
O 1.27200 -5.33266 3.32984 -0.04
H 0.34024 -5.18350 3.52001 0.04
H 1.30959 -6.23704 3.00209 0.04
O -5.73658 -5.00259 4.50929 -0.05
H -5.01202 -4.62727 3.99590 0.02
H -6.01909 -5.76677 3.99804 0.05
O -2.20575 4.03726 0.55946 -0.05
H -2.74047 4.83599 0.52947 0.03
H -2.56309 3.47003 -0.13573 0.01
O -7.35986 -4.17445 6.84844 -0.07
H -6.80460 -4.51526 6.13308 -0.02
H -8.26143 -4.29011 6.53779 0.03
O -1.18037 0.04751 3.90325 -0.04
H -1.59371 -0.64250 4.44166 0.04
H -0.40084 -0.36618 3.51198 0.00
O 4.79291 5.25360 -2.85535 -0.04
H 3.83636 5.13566 -2.93114 0.00
H 4.91105 6.17211 -2.59482 0.06
O 3.67265 4.12762 1.94340 -0.06
H 3.99094 3.21768 1.94404 0.01
H 3.34088 4.23725 1.04127 0.00
O 5.25356 -4.71642 -1.99841 -0.06
H 4.66473 -3.95743 -2.06443 0.04
H 4.91858 -5.35348 -2.63753 0.04
O -6.20682 4.13023 -2.61910 -0.07
H -6.81206 4.65212 -3.15611 0.03
H -6.66364 3.28217 -2.52733 0.01
O -5.92471 3.61418 -5.94299 -0.06
H -5.45063 4.37874 -6.28235 0.03
H -5.94383 3.74768 -4.98778 0.00
O -8.88800 4.09537 -1.81481 -0.05
H -9.82818 4.23361 -1.96914 0.05
H -8.60390 4.87389 -1.32504 0.04
```

C17H30AsIrN8OPS as an isolated structure at a distorted geometry. Source: the OMol25 dataset; level of theory: the ωB97M-V functional and the def2-TZVPD basis.

Values from the calculation:
* largest force on an atom: 0.0265 Eh/bohr
* orbital gap (spin up / spin down): 8.16 / 4.80 eV
* charge: +4
* <S²>: 8.776
* 2S+1: 6
* E_tot: -115844.67072 eV

```
60
Properties=species:S:1:pos:R:3:lowdin_spin:R:1
Ir 0.27480 0.30441 -0.29643 2.72
C 0.18818 0.15011 5.43506 0.00
N 0.05699 0.70819 4.08829 0.01
C -0.36112 1.96130 3.79578 0.02
C -0.34250 2.07717 2.42303 0.02
N 0.08044 0.90260 1.89241 0.09
C 0.31412 0.06882 2.91781 0.02
P 0.98705 -1.62465 2.84144 0.00
C -0.07840 -2.30030 1.52096 0.02
N -0.41623 -1.72319 0.35766 0.13
C -1.17649 -2.61755 -0.32709 0.02
C -1.30751 -3.75565 0.43016 0.02
N -0.61302 -3.54520 1.57544 0.01
C -0.48288 -4.50064 2.67668 0.00
C 2.39226 -1.16025 1.73377 0.28
N 2.32217 -0.41284 0.60694 0.11
C 3.57289 -0.26713 0.16642 0.27
C 4.45795 -0.95354 1.04546 0.29
N 3.70379 -1.49602 2.00356 0.05
C 4.18221 -2.31394 3.12363 0.00
H -0.19033 0.86847 6.15604 0.00
H -0.38633 -0.76920 5.52909 0.00
H 1.23173 -0.05601 5.66784 0.00
H -0.64288 2.67982 4.54902 0.00
H -0.59652 2.93373 1.82116 0.00
H -1.58108 -2.41069 -1.30323 0.00
H -1.84940 -4.66589 0.22887 0.00
H -1.11097 -5.36445 2.47965 0.00
H 0.54610 -4.84338 2.77333 0.00
H -0.80141 -4.05096 3.61479 0.00
H 3.82558 0.30083 -0.71717 0.01
H 5.53557 -1.04983 1.00446 0.01
H 5.25840 -2.44338 3.04341 0.00
H 3.96020 -1.83113 4.07395 0.00
H 3.71292 -3.29596 3.10329 0.00
C 0.78283 -0.36766 -5.92091 0.01
As 0.10693 0.56111 -4.37591 0.06
C 0.60005 2.42873 -4.52439 0.02
C -1.81402 0.30212 -4.34183 0.01
S 1.15771 -0.24937 -2.61336 0.62
H 0.24310 0.02110 -6.78709 0.00
H 0.59385 -1.43607 -5.83042 0.00
H 1.84814 -0.18184 -6.04457 0.00
H -0.07762 2.89544 -5.24009 0.00
H 1.61713 2.47763 -4.91200 0.00
H 0.55265 2.93610 -3.56394 0.00
H -2.24475 1.02882 -5.03179 0.00
H -2.22920 0.43325 -3.34828 0.00
H -2.02274 -0.70107 -4.71185 0.00
C -3.68738 4.30018 -1.59041 0.00
N -2.49504 3.47074 -1.71120 0.01
C -2.26993 2.32840 -1.06495 0.01
N -3.22635 1.85072 -0.26796 0.00
O -1.15269 1.72175 -1.23901 0.15
H -3.59450 5.15736 -2.24838 0.00
H -3.81645 4.66972 -0.57069 0.00
H -4.58902 3.75207 -1.87179 0.00
H -1.72710 3.81514 -2.26020 0.00
H -4.12718 2.29641 -0.18915 0.00
H -3.09473 0.98556 0.22473 0.00
```